A molecular structure, C5H8O3, computed with wB97M-V/def2-TZVPD.

Calculated values
Gap between HOMO and LUMO (eV): 8.7
LUMO energy (eV): 0.20

Each line ends with the natural charge from an NBO analysis.
CARTESIAN COORDINATES (ANGSTROEM)
C 0.25191 0.38166 1.10412  0.268
C -0.01539 0.69836 -0.93377  0.069
C 1.08782 -1.75326 0.42889  0.285
C 0.29741 -1.02971 1.28720  -0.489
C -1.18242 0.26190 -1.42243  -0.499
O -0.68976 1.13128 1.72058  -0.649
O 0.52843 1.92617 -1.19180  -0.696
O 1.72998 -1.16736 -0.52843  -0.640
H -1.49856 0.61493 1.83103  0.481
H -0.08524 2.47579 -1.69934  0.472
H 0.99480 -0.22875 -0.79187  0.392
H 1.17653 0.93887 1.01764  0.215
H 1.12434 -2.84289 0.46988  0.168
H -0.38955 -1.51785 1.96650  0.221
H -1.54921 -0.71156 -1.12216  0.209
H -1.78109 0.82241 -2.13604  0.193

2 unconnected molecules or ions with the total composition C3H9NO, computed with wB97M-V/def2-TZVPD.

Calculated values
Gap between HOMO and LUMO (eV): 10.6
LUMO energy (eV): 1.02
SMILES: C=NCC.O

Each line ends with the natural charge from an NBO analysis.
CARTESIAN COORDINATES (ANGSTROEM)
C -2.19547 2.28336 -0.07881  -0.086
N -1.25526 1.44209 -0.07066  -0.385
C 0.05455 1.89666 0.39186  -0.265
C 1.18815 1.01124 -0.07469  -0.611
H -1.87784 3.27723 0.24164  0.148
H -3.13941 1.87868 -0.41186  0.194
H 0.14997 2.90510 -0.02128  0.173
H 0.10382 1.98089 1.45406  0.198
H 1.39585 0.15062 0.56151  0.208
H 0.97962 0.70101 -1.09974  0.215
H 2.12691 1.52786 -0.16098  0.210
O 0.66010 -6.64285 -0.43207  -0.939
H 0.34910 -5.73185 -0.39334  0.470
H 1.45993 -6.68004 0.09436  0.469

A molecular structure, C18H26AsN2RhSi, computed with wB97M-V/def2-TZVPD.

Calculated values
Gap between HOMO and LUMO (eV): 7.1
Charge: +2
LUMO energy (eV): -7.79

Each line ends with the natural charge from an NBO analysis.
CARTESIAN COORDINATES (ANGSTROEM)
Rh -0.29663 0.12293 0.07621  0.670
C -0.62988 0.27507 4.28473  -0.213
C -1.30986 -0.89365 4.59386  -0.096
C -1.74491 -1.72552 3.57125  -0.188
C -1.49112 -1.35783 2.26296  0.138
N -0.82562 -0.21546 1.97385  -0.413
C -0.40224 0.58632 2.95840  0.073
C -1.88737 -2.08515 1.05320  0.240
C -2.59413 -3.27172 0.99883  -0.208
C -2.90905 -3.80550 -0.24368  -0.096
C -2.50676 -3.14641 -1.39513  -0.212
C -1.79692 -1.96702 -1.27893  0.064
N -1.49580 -1.45325 -0.08049  -0.418
H -0.26885 0.93867 5.05724  0.266
H -1.49960 -1.16000 5.62481  0.262
H -2.27150 -2.64211 3.79499  0.253
H 0.14767 1.46825 2.65394  0.240
H -2.89792 -3.77477 1.90552  0.253
H -3.46439 -4.73137 -0.30889  0.262
H -2.72789 -3.54009 -2.37676  0.267
H -1.42898 -1.42186 -2.13902  0.243
C 4.57277 1.49891 -3.21719  -1.110
Si 4.31163 0.35424 -1.77691  1.570
C 4.50626 -1.43221 -2.25534  -1.108
C 5.31252 0.84016 -0.28369  -1.107
C 2.48843 0.56992 -1.25410  -0.224
C 1.31775 0.64637 -0.87794  -0.579
H 5.61310 1.41278 -3.54115  0.260
H 4.39900 2.53921 -2.93891  0.252
H 3.93984 1.25859 -4.07141  0.252
H 5.54141 -1.59726 -2.56507  0.262
H 3.86764 -1.73762 -3.08400  0.252
H 4.31010 -2.09560 -1.41088  0.246
H 6.37408 0.75184 -0.53032  0.262
H 5.12872 0.19027 0.57333  0.248
H 5.14514 1.86883 0.03642  0.254
C -1.32786 3.12082 -1.45098  -0.950
As -1.94481 1.70115 -0.32071  1.395
C -2.59294 2.50067 1.30469  -0.961
C -3.48423 0.91592 -1.16628  -0.961
H -2.15920 3.81297 -1.59446  0.259
H -1.01049 2.71029 -2.40671  0.270
H -0.49384 3.62877 -0.97225  0.270
H -3.42856 3.14637 1.03296  0.271
H -1.81107 3.10269 1.76295  0.262
H -2.93646 1.73604 1.99744  0.251
H -4.25115 1.68873 -1.22434  0.270
H -3.85652 0.07902 -0.57989  0.250
H -3.22953 0.58858 -2.17210  0.261

C3H4ClNO in the gas phase, computed with wB97M-V/def2-TZVPD.

Calculated values
Gap between HOMO and LUMO (eV): 10.1
LUMO energy (eV): 0.33
SMILES: [H]/N=C(\Cl)C(C)=O

Each line ends with the natural charge from an NBO analysis.
CARTESIAN COORDINATES (ANGSTROEM)
H -1.11997 -2.26642 -1.37165  0.392
N -0.59205 -1.58082 -0.73384  -0.641
C -1.07762 -0.57259 -0.23955  0.188
Cl -2.80153 -0.22403 -0.14494  -0.050
C -0.17926 0.75382 0.40409  0.584
C 1.34073 0.59846 0.38812  -0.739
O -0.73583 1.71798 0.75924  -0.481
H 1.64276 0.88966 -0.63848  0.251
H 1.67898 -0.44600 0.35549  0.247
H 1.84378 1.12993 1.22152  0.247

2 unconnected molecules or ions with the total composition C4HCl3N2S, computed with wB97M-V/def2-TZVPD.

Calculated values
Gap between HOMO and LUMO (eV): 9.2
LUMO energy (eV): -0.95

Each line ends with the natural charge from an NBO analysis.
CARTESIAN COORDINATES (ANGSTROEM)
C -0.47903 1.93345 0.03346  0.202
C -1.53456 -1.62565 -0.99729  -0.045
C -0.51381 0.53297 0.07261  -0.437
C 1.35326 -0.17106 0.58835  -0.158
N -0.36499 3.06239 -0.14602  -0.221
N -2.07921 -2.60619 -0.84819  -0.245
S -0.79114 -0.29730 -1.49455  0.444
Cl 2.20449 -0.64559 -0.94977  0.024
Cl 1.23167 -1.48775 1.66446  0.099
Cl 2.31348 1.15555 1.31075  0.043
H -1.34016 0.14917 0.76620  0.294

3 unconnected molecules or ions with the total composition C26H61BN5O5, computed with wB97M-V/def2-TZVPD.

Calculated values
Gap between HOMO and LUMO (eV): 7.7
Charge: +1
LUMO energy (eV): -2.82

Each line ends with the Löwdin charge.
CARTESIAN COORDINATES (ANGSTROEM)
C 0.03875 4.90823 -1.69846  -0.117
C -0.76127 3.84866 -2.45600  -0.249
C -0.20639 2.41956 -2.25266  -0.191
C -1.28239 1.34089 -1.98101  -0.207
C -1.43728 0.28897 -3.09791  -0.194
C -1.89529 -1.08696 -2.56459  -0.209
C -0.73421 -2.09565 -2.47910  -0.205
C -1.03016 -3.29416 -1.57086  -0.204
C 0.18131 -3.98117 -0.92105  -0.205
C 1.18155 -3.06891 -0.20893  -0.198
C 0.63129 -2.46137 1.09590  -0.192
C 0.74569 -0.93279 1.10988  -0.199
C 0.29932 -0.31134 2.44289  -0.173
C -1.15616 0.16104 2.36198  -0.107
N -1.93850 -0.01749 3.64576  0.022
C -3.24543 -0.71187 3.51005  -0.067
C -4.27334 0.41244 3.37339  -0.106
B -4.60981 0.92533 1.88908  -0.617
O -4.93576 -0.03908 0.98668  0.207
O -4.62560 2.26810 1.60714  0.034
C -3.62447 2.81026 0.74074  -0.044
N -3.58673 1.48522 4.15213  0.164
C -2.28150 1.16813 4.23664  -0.309
N -1.41051 1.99070 4.77896  0.078
O -0.08642 1.62081 4.83542  0.060
H 1.10701 4.79716 -1.90496  0.070
H -0.23947 5.92024 -2.00149  0.070
H -0.09839 4.82502 -0.61604  0.065
H -0.71821 4.08684 -3.52153  0.102
H -1.80394 3.85889 -2.12938  0.089
H 0.51370 2.41246 -1.42745  0.103
H 0.33865 2.12535 -3.15326  0.093
H -1.04576 0.81949 -1.04586  0.077
H -2.25924 1.81919 -1.84791  0.084
H -0.47297 0.15453 -3.59349  0.104
H -2.16787 0.64764 -3.82537  0.111
H -2.34459 -0.96035 -1.57139  0.092
H -2.67461 -1.50177 -3.21075  0.111
H -0.53713 -2.43723 -3.49881  0.120
H 0.15558 -1.55515 -2.14574  0.093
H -1.53947 -4.05278 -2.17488  0.113
H -1.75963 -2.99447 -0.80914  0.097
H -0.20831 -4.67024 -0.16172  0.110
H 0.69882 -4.61200 -1.64956  0.112
H 2.06555 -3.66705 0.02983  0.112
H 1.53923 -2.26120 -0.85081  0.095
H -0.39745 -2.77991 1.29920  0.112
H 1.23933 -2.81269 1.93510  0.078
H 0.16094 -0.49521 0.29052  0.091
H 1.78418 -0.65391 0.91203  0.120
H 0.39808 -1.02501 3.26372  0.109
H 0.93873 0.54065 2.67970  0.104
H -1.19320 1.20990 2.05293  0.128
H -1.68015 -0.41713 1.59750  0.123
H -3.24394 -1.46530 2.72702  0.137
H -3.42322 -1.23701 4.45407  0.135
H -5.22023 0.15002 3.85060  0.160
H -5.11814 0.32373 0.10866  0.129
H -4.06422 3.63363 0.18004  0.102
H -2.79165 3.20283 1.33266  0.091
H -3.23773 2.06652 0.03619  0.069
H -4.04527 1.89010 4.95686  0.171
H -1.68625 2.90577 5.10390  0.185
H 0.24804 1.93312 5.69018  0.139
C 3.62965 3.91063 -7.74267  -0.067
C 3.43062 4.11557 -6.24520  -0.435
C 2.56893 3.03539 -5.57872  -0.213
O 1.17916 3.15248 -5.82089  -0.208
C 0.72372 2.58435 -7.03548  -0.101
N 2.92218 5.46842 -6.01113  0.042
H 2.73273 4.16904 -8.30587  0.065
H 4.43247 4.55273 -8.10205  0.078
H 3.89168 2.87576 -7.97061  0.080
H 4.41489 4.05334 -5.77030  0.135
H 2.68241 3.13187 -4.49462  0.116
H 2.91509 2.03077 -5.85602  0.120
H 1.28565 1.67966 -7.28558  0.092
H 0.79075 3.28954 -7.86664  0.077
H -0.32453 2.31988 -6.89809  0.086
H 2.89718 5.66003 -5.01421  0.067
H 1.95151 5.50047 -6.30996  0.070
C 2.66890 -3.17609 4.55363  -0.067
C 1.66686 -4.32136 4.43970  -0.443
C 1.41015 -5.04935 5.76684  -0.213
O 2.43801 -5.93097 6.15781  -0.183
C 3.51333 -5.34866 6.87001  -0.100
N 2.10248 -5.23097 3.37755  0.049
H 3.69303 -3.53626 4.64549  0.070
H 2.62968 -2.55048 3.66064  0.057
H 2.45085 -2.54527 5.41861  0.079
H 0.70721 -3.88914 4.13201  0.123
H 0.52130 -5.67424 5.64493  0.123
H 1.19733 -4.33150 6.57145  0.119
H 3.16410 -4.54778 7.52941  0.090
H 4.28168 -4.95297 6.20128  0.076
H 3.96103 -6.13215 7.47896  0.090
H 1.39105 -5.94107 3.23034  0.077
H 2.90548 -5.74386 3.73214  0.075

The following energy values (in eV) correspond, in order, to the records above: -11453.3508; -6793.2846; -93776.5495; -19234.7404; -55543.5302; -46309.4153.